# 1
This record from the OMol25 dataset describes C2H6N2 as an isolated structure at a distorted geometry. The level of theory is ωB97M-V/def2-TZVPD.

```
10
Properties=species:S:1:pos:R:3:forces:R:3
C -1.2412 -0.4372 0.0579 0.985 0.419 1.389
N 1.2952 0.9077 -0.3312 0.788 -0.699 -0.084
C 0.7149 -0.4088 0.0004 -0.601 1.107 -1.278
N 0.2486 -0.7557 1.1354 -1.492 -0.021 -0.635
H -1.7874 -1.3728 0.0354 0.450 -0.066 -0.371
H -1.1943 0.1569 -0.8567 0.195 -0.542 -0.207
H -1.6695 0.2477 0.7841 0.161 -0.187 0.218
H 0.6657 1.6925 -0.2288 -0.048 -0.093 0.562
H 2.0698 0.9715 0.3278 -0.131 0.646 -0.048
H 0.8982 -1.0018 -0.9245 -0.305 -0.563 0.454
```
Forces are in eV/Å.

Properties
Charge = 0
E_HOMO = -0.2965 hartree
F_max = 1.795 eV/Å
Relative energy (zero: lowest compared OMol25 entry of this formula, charge and spin) = 4.712 eV


# 2
This record from the OMol25 dataset describes one molecule with the formula C2H6N2 at a distorted geometry. The level of theory is ωB97M-V/def2-TZVPD.

```
10
Properties=species:S:1:pos:R:3:forces:R:3
N 1.2151 0.2175 1.3713 3.437 -0.840 -0.536
C 0.7370 0.1864 0.0325 -3.410 0.728 -0.852
C -0.4770 -0.4152 -0.1912 -0.642 1.923 1.002
N -1.3551 -0.0383 -1.2667 0.734 -1.079 0.321
H 2.2548 -0.0238 1.3223 -1.429 0.953 0.212
H 0.9159 -0.6103 1.8637 -0.771 -0.148 0.203
H 0.9213 1.0869 -0.6335 0.613 -1.421 0.772
H -0.9737 -0.8499 0.7585 0.743 0.035 -2.014
H -2.2958 -0.3200 -1.3685 -0.641 -1.450 0.812
H -1.4028 0.8354 -1.7233 1.367 1.299 0.081
```
Forces are in eV/Å.

Properties
Charge = 0
E_HOMO = -0.2759 hartree
SMILES string = N/C=C/N
F_max = 3.589 eV/Å
Relative energy (zero: lowest compared OMol25 entry of this formula, charge and spin) = 2.243 eV